Density functional theory data (ωB97M-V with the def2-TZVPD basis set) for a 12-piece molecular cluster, C63H144N6O15 overall.

Results
Energy relative to the best compared isomer or geometry (same formula, charge and spin): 0.0 kcal/mol
Orbital gap: 8.73 eV
Maximum force: 3.658 eV Å⁻¹
Highest occupied orbital energy: -8.18 eV
SMILES: CC1(C)CCCC(C)(C)N1O.CC1(C)CCCC(C)(C)N1O.CC1(C)CCCC(C)(C)N1O.CC1(C)CCCC(C)(C)N1O.CC1(C)CCCC(C)(C)N1O.CC1(C)CCCC(C)(C)N1O.OCCO.OCCO.OCCO.CO.CO.CO

Positions of all 228 atoms, in Å:
C (4.306, -2.512, -1.093)
C (3.311, -3.214, -2.030)
O (2.485, -2.263, -2.643)
O (4.996, -1.567, -1.841)
H (4.960, -3.232, -0.628)
H (3.725, -1.993, -0.322)
H (2.713, -3.883, -1.398)
H (3.913, -3.701, -2.819)
H (1.826, -1.969, -2.027)
H (5.083, -0.739, -1.298)
C (-2.276, -0.742, 2.109)
C (-1.584, 0.610, 1.896)
O (-0.159, 0.532, 2.044)
O (-1.813, -1.305, 3.361)
H (-1.868, -1.388, 1.305)
H (-3.398, -0.608, 2.097)
H (-2.021, 1.276, 2.615)
H (-1.770, 0.918, 0.882)
H (0.057, -0.033, 2.798)
H (-1.729, -2.252, 3.144)
C (2.095, 0.547, -5.474)
C (3.503, 0.161, -5.099)
O (3.644, 0.154, -3.724)
O (1.244, -0.587, -5.362)
H (1.971, 0.894, -6.490)
H (1.787, 1.393, -4.747)
H (4.190, 0.789, -5.639)
H (3.651, -0.845, -5.473)
H (3.910, -0.696, -3.371)
H (1.453, -0.981, -4.502)
C (-1.508, -3.301, -4.417)
C (-2.006, -4.013, -3.102)
C (-1.441, -3.104, -1.942)
C (-2.134, -1.737, -1.825)
C (-3.606, -1.900, -1.476)
C (-4.210, -2.728, -2.642)
N (-3.427, -3.971, -2.865)
O (-4.080, -4.717, -3.809)
C (-5.647, -3.252, -2.111)
C (-4.285, -1.870, -3.938)
C (-1.404, -5.390, -2.959)
H (-2.113, -3.528, -5.276)
H (-0.496, -3.563, -4.685)
H (-1.466, -2.238, -4.307)
H (-1.662, -3.644, -0.983)
H (-0.406, -2.908, -2.110)
H (-1.929, -1.121, -2.747)
H (-1.607, -1.288, -0.925)
H (-4.069, -0.913, -1.438)
H (-3.694, -2.425, -0.540)
H (-6.177, -3.723, -2.891)
H (-5.531, -3.883, -1.265)
H (-6.260, -2.442, -1.776)
H (-4.925, -1.032, -3.695)
H (-3.239, -1.581, -4.154)
H (-4.738, -2.425, -4.769)
H (-0.329, -5.286, -2.900)
H (-1.506, -5.987, -3.822)
H (-1.846, -5.964, -2.152)
H (-4.062, -4.247, -4.668)
C (0.323, -6.500, 2.727)
C (-0.171, -5.615, 1.503)
C (-0.065, -6.579, 0.260)
C (-1.335, -7.446, 0.062)
C (-2.542, -6.571, 0.258)
C (-2.726, -5.832, 1.624)
N (-1.524, -4.998, 1.720)
O (-1.521, -4.313, 3.037)
C (-3.823, -4.799, 1.535)
C (-2.977, -6.768, 2.743)
C (0.726, -4.377, 1.267)
H (0.628, -5.975, 3.636)
H (1.287, -7.041, 2.532)
H (-0.447, -7.207, 3.043)
H (0.070, -5.875, -0.543)
H (0.892, -7.143, 0.224)
H (-1.338, -8.252, 0.767)
H (-1.449, -7.764, -0.938)
H (-3.433, -7.105, 0.098)
H (-2.513, -5.719, -0.446)
H (-3.872, -4.205, 0.613)
H (-4.750, -5.347, 1.626)
H (-3.922, -4.138, 2.459)
H (-2.977, -6.136, 3.645)
H (-4.018, -7.134, 2.639)
H (-2.339, -7.621, 2.755)
H (0.711, -3.813, 2.166)
H (0.211, -3.886, 0.417)
H (1.773, -4.584, 1.008)
H (-1.301, -5.042, 3.661)
C (1.360, 3.338, 1.499)
C (2.139, 4.702, 1.713)
C (2.229, 5.081, 3.217)
C (3.069, 4.198, 4.074)
C (4.548, 4.266, 3.568)
C (4.655, 4.006, 2.075)
N (3.578, 4.791, 1.337)
O (3.624, 4.444, -0.054)
C (5.954, 4.535, 1.558)
C (4.523, 2.485, 1.761)
C (1.384, 5.795, 1.034)
H (1.401, 2.519, 2.200)
H (1.847, 3.005, 0.582)
H (0.277, 3.515, 1.189)
H (2.522, 6.100, 3.311)
H (1.175, 4.992, 3.443)
H (2.692, 3.175, 3.981)
H (2.933, 4.459, 5.162)
H (5.152, 3.407, 3.931)
H (4.988, 5.240, 3.784)
H (5.936, 4.447, 0.487)
H (6.036, 5.504, 1.994)
H (6.806, 3.958, 1.866)
H (3.904, 1.944, 2.504)
H (4.256, 2.193, 0.771)
H (5.511, 2.031, 1.947)
H (1.566, 5.711, 0.018)
H (1.870, 6.735, 1.361)
H (0.301, 5.780, 1.354)
H (3.733, 5.314, -0.449)
C (-3.497, 1.966, -5.537)
C (-2.010, 2.201, -5.643)
C (-1.686, 3.663, -6.071)
C (-1.283, 4.588, -4.868)
C (-1.800, 4.090, -3.512)
C (-1.371, 2.703, -3.251)
N (-1.165, 1.925, -4.468)
O (-1.161, 0.516, -4.135)
C (-0.071, 2.555, -2.422)
C (-2.604, 2.071, -2.442)
C (-1.431, 1.315, -6.798)
H (-3.669, 0.960, -5.191)
H (-3.815, 2.037, -6.594)
H (-4.070, 2.667, -4.965)
H (-0.883, 3.604, -6.847)
H (-2.510, 4.069, -6.633)
H (-1.625, 5.566, -5.119)
H (-0.214, 4.644, -4.872)
H (-2.850, 4.218, -3.419)
H (-1.343, 4.779, -2.748)
H (0.100, 1.457, -2.369)
H (0.782, 2.996, -2.971)
H (-0.153, 2.954, -1.418)
H (-2.220, 1.125, -1.974)
H (-2.927, 2.688, -1.628)
H (-3.524, 1.797, -3.003)
H (-1.856, 1.666, -7.713)
H (-1.832, 0.322, -6.780)
H (-0.359, 1.275, -6.869)
H (-0.354, 0.261, -4.606)
C (5.264, -1.894, 7.705)
C (4.066, -1.411, 6.783)
C (4.246, 0.092, 6.454)
C (3.339, 0.608, 5.346)
C (3.561, -0.287, 4.105)
C (3.292, -1.745, 4.356)
N (4.145, -2.154, 5.518)
O (3.760, -3.520, 5.854)
C (1.866, -2.009, 4.629)
C (3.630, -2.679, 3.124)
C (2.761, -1.628, 7.650)
H (6.237, -1.692, 7.266)
H (5.121, -2.967, 7.801)
H (5.344, -1.352, 8.743)
H (3.992, 0.642, 7.330)
H (5.297, 0.275, 6.156)
H (3.680, 1.629, 5.150)
H (2.296, 0.653, 5.627)
H (4.621, -0.151, 3.782)
H (2.964, -0.004, 3.225)
H (1.224, -1.792, 3.798)
H (1.660, -3.008, 4.986)
H (1.582, -1.231, 5.349)
H (4.683, -2.708, 3.000)
H (3.327, -3.622, 3.521)
H (3.109, -2.357, 2.264)
H (2.436, -2.636, 7.752)
H (1.976, -0.925, 7.335)
H (3.030, -1.287, 8.661)
H (4.536, -4.130, 5.759)
C (-2.644, 4.117, 1.316)
C (-4.139, 4.362, 1.150)
C (-4.449, 5.695, 0.423)
C (-5.886, 5.860, -0.133)
C (-6.256, 4.641, -1.034)
C (-6.060, 3.292, -0.273)
N (-4.649, 3.357, 0.226)
O (-4.270, 2.092, 0.835)
C (-7.133, 3.137, 0.822)
C (-6.158, 2.080, -1.213)
C (-4.802, 4.421, 2.546)
H (-2.081, 4.981, 1.707)
H (-2.281, 3.744, 0.323)
H (-2.519, 3.290, 2.054)
H (-4.257, 6.494, 1.157)
H (-3.675, 5.762, -0.354)
H (-5.985, 6.704, -0.797)
H (-6.684, 5.933, 0.597)
H (-5.537, 4.620, -1.867)
H (-7.291, 4.742, -1.372)
H (-7.181, 4.018, 1.468)
H (-8.061, 2.914, 0.220)
H (-6.851, 2.325, 1.465)
H (-7.128, 2.157, -1.719)
H (-5.297, 1.970, -1.904)
H (-6.138, 1.177, -0.619)
H (-4.111, 4.776, 3.273)
H (-5.132, 3.345, 2.745)
H (-5.652, 5.127, 2.522)
H (-3.724, 1.589, 0.229)
C (5.160, 3.408, -3.328)
O (5.783, 2.183, -3.418)
H (5.849, 4.136, -3.011)
H (4.737, 3.780, -4.317)
H (4.315, 3.260, -2.594)
H (5.202, 1.478, -3.482)
C (2.132, -0.064, -0.162)
O (1.127, -1.035, -0.318)
H (2.876, -0.149, -0.935)
H (1.701, 0.930, -0.344)
H (2.496, 0.026, 0.819)
H (0.460, -0.737, 0.307)
C (7.301, 0.164, -0.590)
O (5.998, 0.618, -0.882)
H (7.368, -0.818, -0.146)
H (8.014, 0.130, -1.391)
H (7.861, 0.849, 0.059)
H (6.055, 1.264, -1.631)

Density functional theory data (ωB97M-V with the def2-TZVPD basis set) for a 2-piece molecular cluster, C9H14 overall.

Results
Energy relative to the best compared isomer or geometry (same formula, charge and spin): 9.3 kcal/mol
Orbital gap (spin up / spin down): 9.78 / 6.11 eV
2S+1: 2
Net charge: +1
Maximum force: 1.655 eV Å⁻¹
Highest occupied orbital energy (spin up / spin down): -14.24 / -14.24 eV

Positions of all 23 atoms, in Å:
C (-0.930, 1.370, 2.523)
C (0.117, 0.813, 1.645)
C (0.910, 1.534, 0.724)
C (0.329, -0.618, 1.783)
C (1.758, 0.857, -0.105)
C (1.386, -1.228, 1.175)
C (2.098, -0.491, 0.205)
H (-0.554, 1.217, 3.546)
H (-1.878, 0.834, 2.463)
H (0.764, 2.606, 0.702)
H (-0.247, -1.196, 2.495)
H (2.334, 1.316, -0.897)
H (1.808, -2.162, 1.519)
H (3.032, -0.880, -0.183)
H (-1.118, 2.434, 2.400)
C (-1.799, -0.734, -2.994)
C (-0.670, -0.899, -1.997)
H (-1.932, -1.656, -3.571)
H (-2.739, -0.435, -2.542)
H (-1.544, -0.067, -3.822)
H (0.181, -1.497, -2.318)
H (-0.274, 0.095, -1.738)
H (-1.034, -1.212, -1.014)